# 1
Below is a single C10H11F2N3 molecule in a non-equilibrium geometry, with properties calculated with the ωB97M-V functional and the def2-TZVPD basis.

```
! RIJCOSX wB97M-V def2-TZVPD def2/J DEFGRID3
* xyz 0 1
H -2.5034 -1.3807 0.9234
N -2.9968 -0.5239 0.6961
C -2.4090 0.0709 -0.2660
C -2.8845 1.3725 -0.7634
C -4.1782 1.6610 -0.7409
F -4.5040 2.8993 -1.3857
C -1.2449 -0.5557 -1.0478
C 0.0573 0.2959 -1.2619
F 0.0045 0.9153 -2.4138
C 1.2153 0.2700 -0.5067
C 2.5194 0.7962 -0.9213
N 1.1729 -0.4191 0.7139
C 2.1985 -1.2215 1.0854
C 1.9138 -1.7276 2.3504
N 0.7190 -1.2788 2.7382
C 0.3539 -0.4550 1.8258
H -2.1568 2.1343 -1.0293
H -5.1044 1.0057 -0.6022
H -1.7023 -0.9578 -2.0810
H -0.7359 -1.4662 -0.4388
H 2.4314 1.1576 -1.9388
H 3.2675 0.0209 -0.9126
H 2.9012 1.6245 -0.3839
H 3.0314 -1.4716 0.4360
H 2.4158 -2.3944 2.9125
H -0.6752 -0.0221 1.7738
*
```

SMILES: [H]/N=C(/C=C/F)C/C(F)=C(/C)n1ccnc1
LUMO energy, eV: 0.40
E_HOMO, Eh: -0.326
E, Eh: -751.5427
HOMO-LUMO gap, Ha: 0.3408
Relative energy (zero: lowest compared OMol25 entry of this formula, charge and spin), kJ/mol: 0.0

Here are the natural (NBO) charges for atoms 1 to 4, given in e: 0.34, -0.60, 0.27, -0.36

# 2
Below is a molecular structure, C30H46LaO3P2 in a non-equilibrium geometry, with properties calculated with the ωB97M-V functional and the def2-TZVPD basis.

```
! RIJCOSX wB97M-V def2-TZVPD def2/J DEFGRID3
* xyz 1 1
La -0.1596 -0.3176 1.7091
C -0.8759 -2.7874 2.5205
C 0.4342 -2.9600 1.9662
C 0.6169 -1.6727 3.8822
C -0.7574 -2.0252 3.7193
C 1.3533 -2.2488 2.8007
C -2.1540 -3.3326 1.9970
H -2.0752 -3.6180 0.9424
H -2.9688 -2.5971 2.0849
H -2.4721 -4.2275 2.5561
C -1.8604 -1.7327 4.6759
H -2.7425 -2.3349 4.4223
H -2.1589 -0.6720 4.6672
H -1.5596 -1.9899 5.7039
C 1.1863 -0.9385 5.0418
H 1.1452 -1.5632 5.9486
H 0.6434 -0.0074 5.2664
H 2.2369 -0.6789 4.8710
C 2.8265 -2.1697 2.6387
H 3.3408 -2.8699 3.3163
H 3.2041 -1.1626 2.8686
H 3.1287 -2.4190 1.6168
C 0.7903 -3.8072 0.7956
H 1.0673 -4.8357 1.0948
H 1.6521 -3.3887 0.2550
H -0.0553 -3.8934 0.0992
C -1.6824 0.5082 -4.7431
C -1.7758 -0.8242 -4.8072
C -0.9859 -1.6868 -5.7503
C 0.4949 -1.2595 -5.9791
C 1.2081 -0.8171 -4.7425
C 1.3392 0.4685 -4.3621
C 0.6353 1.6157 -5.0165
C -0.7862 1.3476 -5.5947
H -1.4875 -1.7241 -6.7349
H 0.5367 -0.4936 -6.7673
H -0.9746 -2.7252 -5.3827
H -0.6978 0.9381 -6.6131
H -2.4348 1.0869 -4.1957
H -2.6088 -1.3381 -4.3062
H -1.2718 2.3325 -5.7007
H 0.5471 2.4444 -4.2955
H 2.1184 0.7689 -3.6518
H 1.2676 2.0023 -5.8364
H 1.0276 -2.1392 -6.3813
H 1.7365 -1.6258 -4.2320
P -1.4138 -0.5424 -0.8969
C -2.8103 0.4721 -1.4453
C -1.4007 -2.0667 -1.8954
P 1.6822 0.0376 -0.5998
C 0.0919 0.3625 -1.5570
C 2.5509 -1.1946 -1.6210
C 2.6607 1.5599 -0.8164
H -2.8690 1.3757 -0.8198
H -3.7379 -0.1020 -1.3168
H -2.7085 0.7711 -2.4933
H -1.3155 -1.8239 -2.9605
H -2.3426 -2.6103 -1.7316
H -0.5562 -2.7175 -1.6326
H 2.6687 1.8993 -1.8616
H 3.6912 1.3564 -0.4887
H 2.2534 2.3576 -0.1776
H -0.1066 1.4468 -1.5998
H 0.2205 0.0042 -2.5906
H 3.5842 -1.2906 -1.2563
H 2.5756 -0.8991 -2.6757
H 2.0566 -2.1725 -1.5394
O 1.3002 4.5411 2.2915
C 0.4606 4.6752 3.3306
C 0.3975 5.9124 3.9929
C -0.4840 6.0920 5.0527
C -1.3351 5.0517 5.4478
C -1.3005 3.8209 4.7861
C -0.3968 3.6128 3.7461
C -0.3896 2.3425 3.0199
O -1.2283 1.4112 3.2771
O 0.5065 2.1264 2.0975
H 1.1749 3.5847 2.0029
H 1.0329 6.7248 3.6490
H -0.5023 7.0468 5.5813
H -2.0363 5.1998 6.2700
H -1.9667 3.0045 5.0634
*
```

LUMO energy, eV: -2.81
E_HOMO, Eh: -0.384
E, Eh: -2110.6301
HOMO-LUMO gap, Ha: 0.2803
Relative energy (zero: lowest compared OMol25 entry of this formula, charge and spin), kJ/mol: 0.0

Here are the Mulliken charges for atoms 1 to 4, given in e: 1.28, 0.54, 0.66, 0.36

# 3
Below is 2 unconnected molecules or ions with the total composition C6H14O2 in a non-equilibrium geometry, with properties calculated with the ωB97M-V functional and the def2-TZVPD basis.

```
! RIJCOSX wB97M-V def2-TZVPD def2/J DEFGRID3
* xyz 0 1
C -0.2659 -1.3691 -1.3099
C 0.5551 -0.3021 -1.2660
O 0.9843 0.2375 -2.4437
C 0.7608 0.4552 0.0155
C 1.4404 -0.4216 1.0719
C 1.5077 1.7789 -0.1434
H -0.3543 -1.9208 -2.2319
H -0.4634 -1.9472 -0.4254
H 1.5264 1.0145 -2.2689
H -0.2811 0.6470 0.3844
H 1.5353 0.1297 2.0061
H 2.4386 -0.7121 0.7459
H 0.8591 -1.3187 1.2581
H 2.5379 1.6208 -0.4671
H 1.5497 2.2863 0.8179
H 1.0111 2.4476 -0.8481
C -2.6033 -0.2600 0.5249
O -1.9819 -1.0308 1.5380
H -2.6940 0.7904 0.8238
H -3.6124 -0.6210 0.3066
H -1.9378 -0.5155 -0.4299
H -2.5123 -0.9892 2.3411
*
```

SMILES: C=C(O)C(C)C.CO
LUMO energy, eV: 0.77
E_HOMO, Eh: -0.307
E, Eh: -387.4292
HOMO-LUMO gap, Ha: 0.3359
Relative energy (zero: lowest compared OMol25 entry of this formula, charge and spin), kJ/mol: 205.5

Here are the natural (NBO) charges for atoms 1 to 4, given in e: -0.57, 0.36, -0.67, -0.30

# 4
Below is a molecular structure, C41H30Cl2N6OP2RuSe2, with properties calculated with the ωB97M-V functional and the def2-TZVPD basis.

```
! RIJCOSX wB97M-V def2-TZVPD def2/J DEFGRID3
* xyz 0 5
Ru 1.1815 0.5271 -1.8783
O 1.0078 1.6977 -3.4243
C 1.8983 1.6589 -4.4249
C 3.1112 2.3456 -4.3350
C 4.0321 2.2888 -5.3647
C 3.7588 1.5527 -6.5117
C 2.5473 0.8929 -6.6190
C 1.5986 0.9411 -5.5962
C 0.2991 0.2759 -5.7759
N -0.4338 -0.3480 -4.8805
C -1.5391 -0.8099 -5.5498
C -1.4810 -0.4603 -6.8642
N -0.3007 0.2286 -6.9990
H 3.3174 2.9002 -3.4294
H 4.9738 2.8141 -5.2670
H 4.4841 1.4908 -7.3116
H 2.3385 0.3010 -7.5032
H -2.3117 -1.3649 -5.0441
H -2.1485 -0.6259 -7.6903
H 0.0348 0.6870 -7.8275
Se 1.3698 -2.4561 4.8272
P 0.3118 -0.8962 3.9161
C 0.5637 0.7045 4.7377
C 1.3552 1.7019 4.1767
C 1.5751 2.8871 4.8668
C 1.0106 3.0786 6.1181
C 0.2357 2.0771 6.6902
C 0.0196 0.8926 6.0076
C -1.4887 -1.1736 3.9685
C -1.9429 -2.4929 3.9629
C -3.2833 -2.7687 4.1665
C -4.1836 -1.7338 4.3883
C -3.7429 -0.4205 4.3841
C -2.3981 -0.1408 4.1768
C 0.8136 -0.5851 2.1996
C 0.2212 -0.2510 0.9883
N 1.2495 -0.0898 0.1076
N 2.3934 -0.3118 0.7448
N 2.1535 -0.6078 1.9854
P -1.4258 -0.0674 0.3341
Se -1.3091 0.1947 -1.8190
C -2.3314 -1.5885 0.6736
C -1.6382 -2.7775 0.4374
C -2.2979 -3.9891 0.5220
C -3.6559 -4.0205 0.8184
C -4.3417 -2.8421 1.0564
C -3.6806 -1.6223 0.9956
C -2.2146 1.3692 1.0760
C -1.4994 2.1820 1.9468
C -2.0810 3.3302 2.4657
C -3.3753 3.6706 2.1071
C -4.0810 2.8788 1.2078
C -3.5006 1.7388 0.6800
H 1.8210 1.5502 3.2118
H 2.1977 3.6546 4.4260
H 1.1835 4.0021 6.6555
H -0.1936 2.2163 7.6737
H -0.5671 0.1044 6.4642
H -1.2290 -3.2983 3.8455
H -3.6241 -3.7958 4.1684
H -5.2280 -1.9545 4.5707
H -4.4364 0.3914 4.5630
H -2.0610 0.8852 4.2145
H -0.5851 -2.7520 0.1810
H -1.7557 -4.9086 0.3471
H -4.1747 -4.9688 0.8707
H -5.3943 -2.8657 1.3064
H -4.2194 -0.7124 1.2169
H -0.4888 1.9199 2.2302
H -1.5164 3.9488 3.1514
H -3.8328 4.5641 2.5112
H -5.0800 3.1614 0.9038
H -4.0367 1.1565 -0.0588
Cl 1.8390 -1.8380 -3.2296
C 3.5500 -1.5898 -3.0500
C 4.4464 -2.5083 -3.5416
C 5.8070 -2.2424 -3.4250
C 6.2513 -1.0619 -2.8387
C 5.3432 -0.1439 -2.3575
Cl 5.8930 1.3300 -1.6531
C 3.9469 -0.3778 -2.4291
N 3.0491 0.4904 -1.9780
H 4.0910 -3.4142 -4.0118
H 6.5265 -2.9568 -3.8001
H 7.3080 -0.8501 -2.7569
*
```

LUMO energy (spin up / spin down), eV: 0.04 / -0.95
E_HOMO (spin up / spin down), Eh: -0.281 / -0.286
E, Eh: -8485.0143
HOMO-LUMO gap (spin up / spin down), Ha: 0.2824 / 0.2511

Here are the natural (NBO) charges for atoms 1 to 4, given in e: 1.11, -0.70, 0.41, -0.28

# 5
Below is a single C4H2 molecule in a non-equilibrium geometry, with properties calculated with the ωB97M-V functional and the def2-TZVPD basis.

```
! RIJCOSX wB97M-V def2-TZVPD def2/J DEFGRID3
* xyz 0 1
C -1.2536 -0.8698 0.8193
C -0.4960 -0.1666 0.2011
C 0.3775 0.6224 -0.4867
C 1.2930 1.2173 -1.0604
H -2.0400 -1.3121 1.3832
H 2.1191 0.5088 -0.8564
*
```

SMILES: C#CC#C
LUMO energy, eV: -0.40
E_HOMO, Eh: -0.367
E, Eh: -153.4258
HOMO-LUMO gap, Ha: 0.3525
Relative energy (zero: lowest compared OMol25 entry of this formula, charge and spin), kJ/mol: 145.2

Here are the natural (NBO) charges for atoms 1 to 4, given in e: -0.15, -0.04, -0.05, -0.28

# 6
Below is a single C2H8NO2PS molecule in a non-equilibrium geometry, with properties calculated with the ωB97M-V functional and the def2-TZVPD basis.

```
! RIJCOSX wB97M-V def2-TZVPD def2/J DEFGRID3
* xyz 0 1
N -2.3983 -0.0358 0.4734
C -1.3808 -0.6421 -0.3793
C -0.2912 0.3632 -0.7880
S 1.2355 -0.4242 -0.1429
O 1.6139 -1.4469 -1.0917
O 0.9967 -0.7736 1.2554
P 2.9199 0.9892 0.0229
H -1.9282 0.2022 1.4069
H -2.8849 0.8003 0.2261
H -1.9857 -1.1305 -1.1235
H -0.8936 -1.5127 0.1279
H -0.1853 1.2613 -0.1622
H -0.3803 0.6523 -1.8002
H 3.6332 0.1951 0.9510
H 1.9290 1.5021 1.0242
*
```

SMILES: NCCS(=O)(=O)P
LUMO energy, eV: 0.17
E_HOMO, Eh: -0.343
E, Eh: -1025.6875
HOMO-LUMO gap, Ha: 0.3490
Relative energy (zero: lowest compared OMol25 entry of this formula, charge and spin), kJ/mol: 529.7

Here are the natural (NBO) charges for atoms 1 to 4, given in e: -0.84, -0.25, -0.63, 1.87

# 7
Below is 2 unconnected molecules or ions with the total composition C5H10NO5 in a non-equilibrium geometry, with properties calculated with the ωB97M-V functional and the def2-TZVPD basis.

```
! RIJCOSX wB97M-V def2-TZVPD def2/J DEFGRID3
* xyz 0 2
C -0.5973 0.9690 -1.7648
C 0.4597 0.8742 -0.7592
C 0.0223 1.6943 0.5002
O 0.4953 3.0428 0.4714
C 1.7266 -0.0216 -0.7388
C 2.0513 -1.3144 -1.7179
O 3.3253 -1.2797 -2.3573
O 1.6618 -0.2298 0.4832
N -3.2584 -1.1057 0.6525
O -3.0313 -2.2952 0.8056
O -4.3157 -0.4914 0.7156
H -0.4369 1.8156 -2.4575
H -0.8070 0.0941 -2.4139
H -1.5817 1.2368 -1.2967
H -1.0918 1.6740 0.5289
H 0.3447 1.1788 1.4183
H 0.7623 3.2600 1.3748
H 2.7336 0.4659 -0.6321
H 2.0919 -2.2190 -1.1053
H 1.2208 -1.5058 -2.4254
H 3.4789 -2.0818 -2.9146
*
```

LUMO energy (spin up / spin down), eV: -1.51 / -2.56
E_HOMO (spin up / spin down), Eh: -0.292 / -0.292
E, Eh: -627.0945
HOMO-LUMO gap (spin up / spin down), Ha: 0.2366 / 0.1978
Relative energy (zero: lowest compared OMol25 entry of this formula, charge and spin), kJ/mol: 402.3

Here are the natural (NBO) charges for atoms 1 to 4, given in e: -0.75, 0.41, -0.14, -0.71

Look up the E of the sixth one.
-1025.6875 Eh

What did the fifth record say?
Below is a single C4H2 molecule in a non-equilibrium geometry, with properties calculated with the ωB97M-V functional and the def2-TZVPD basis.

```
! RIJCOSX wB97M-V def2-TZVPD def2/J DEFGRID3
* xyz 0 1
C -1.2536 -0.8698 0.8193
C -0.4960 -0.1666 0.2011
C 0.3775 0.6224 -0.4867
C 1.2930 1.2173 -1.0604
H -2.0400 -1.3121 1.3832
H 2.1191 0.5088 -0.8564
*
```

SMILES: C#CC#C
LUMO energy, eV: -0.40
E_HOMO, Eh: -0.367
E, Eh: -153.4258
HOMO-LUMO gap, Ha: 0.3525
Relative energy (zero: lowest compared OMol25 entry of this formula, charge and spin), kJ/mol: 145.2

Here are the natural (NBO) charges for atoms 1 to 4, given in e: -0.15, -0.04, -0.05, -0.28

Among the records above, which one has the lowest E?
C41H30Cl2N6OP2RuSe2

Which of these has the highest E?
C4H2